Density functional theory data (the ωB97M-V functional and the def2-TZVPD basis) for a cluster of 2 separate species, CHF3N2 in total at a distorted geometry.

The calculation puts the gap between HOMO and LUMO (spin up / spin down) at 9.3 / 9.2 eV. The calculation puts the energy above the lowest of the compared OMol25 structures with the same formula, charge and spin at 9.850 eV. The lowest unoccupied orbital energy (spin up / spin down) is -1.02 / -0.95 eV.

Each line ends with the Löwdin charge.
Positions of all 7 atoms, in Å:
C -0.6119 -0.9647 -0.6778  0.064
N -0.3608 -1.5996 0.3584  -0.025
N -2.0720 0.3290 0.1383  0.021
F 0.5161 -2.6378 0.3714  -0.050
F -2.8595 0.2521 -1.0402  -0.119
F -2.7685 -0.4198 0.9306  -0.005
H -0.5414 -1.0308 -1.7840  0.113